The following is a quantum chemistry calculation of C15H32N3O2PPbSi as an isolated structure, from OMol25.

The geometry in XYZ format:
```
55
C15H32N3O2PPbSi | OMol25 | ωB97M-V/def2-TZVPD
Pb 0.07221 0.41454 0.79971
Si -0.59634 -1.93326 -1.56743
P 0.89648 1.73714 -2.02094
N -1.34345 -0.77356 -0.51215
H 1.62283 1.18657 -0.78635
C 1.10079 3.51662 -2.12122
H 1.49070 3.77312 -3.10539
H 1.81327 3.83560 -1.35740
H 0.16339 4.06269 -1.96956
C 2.20912 1.14399 -3.16289
H 2.34553 1.93471 -3.92382
H 1.93555 0.19321 -3.64534
H 3.12538 1.03765 -2.55876
C -0.54036 1.62457 -3.21789
H -0.35158 2.28441 -4.08936
H -1.47755 1.96046 -2.74849
H -0.70535 0.61921 -3.62001
C 1.23963 -2.17955 -1.32721
H 1.63682 -2.08857 -0.30071
H 1.85959 -1.57071 -2.01497
H 1.36566 -3.24087 -1.64142
H -1.18016 -3.28162 -1.34135
H -0.86728 -1.43203 -2.97287
C -2.67983 -0.39005 -0.64557
C -4.57474 1.07209 -0.06716
C -3.20787 0.75906 0.00895
C -3.56893 -1.15286 -1.45321
C -4.93796 -0.86464 -1.50872
C -5.42782 0.25118 -0.80053
H -4.92316 1.97898 0.45683
H -2.48018 1.39679 0.51677
H -3.17645 -1.99302 -2.06764
H -5.64559 -1.48417 -2.09515
H -6.48321 0.50954 -0.89729
C 3.36891 0.25750 1.35422
O 2.42077 -0.58170 1.38305
C 3.53752 1.28581 2.44505
H 4.52841 1.76301 2.33294
H 3.42664 0.73623 3.37805
H 2.75764 2.07444 2.46188
C 4.49030 0.02795 0.40435
H 5.00585 0.98181 0.21643
H 4.17533 -0.44724 -0.55737
H 5.19845 -0.66442 0.87032
C 0.27109 -1.34854 5.28247
N -0.74574 -1.96191 4.43691
C -0.99821 -1.47953 3.20432
N -1.85081 -2.07284 2.33754
O -0.36499 -0.42029 2.88104
H 0.14101 -0.24293 5.35957
H 1.30173 -1.58324 4.91655
H 0.12416 -1.81555 6.24999
H -1.25807 -2.75588 4.77908
H -1.88261 -1.77701 1.37372
H -2.35652 -2.88291 2.64841
```

Results
Highest occupied orbital energy (spin up / spin down) = -5.23 / -4.35 eV
HOMO-LUMO gap (spin up / spin down) = 5.7 / 4.8 eV
Energy above the lowest of the compared OMol25 structures with the same formula, charge and spin = 0.000 eV

Here are the natural (NBO) charges for atoms 1 to 8, given in e:
1 Pb 0.7996
2 Si 1.3483
3 P 0.9666
4 N -1.3369
5 H -0.1590
6 C -0.9546
7 H 0.2213
8 H 0.2369

The following is a quantum chemistry calculation of C15H33As3CdN2O3 as an isolated structure, from OMol25.

The geometry in XYZ format:
```
57
C15H33As3CdN2O3 | OMol25 | ωB97M-V/def2-TZVPD
Cd 0.24016 -0.71349 2.56643
N -1.29027 -2.47141 3.26738
C -0.33466 -3.61964 3.25720
C 1.01038 -3.23135 3.89906
O 1.43373 -3.89905 4.83718
N 1.56410 -2.15864 3.32159
C 2.67597 -1.49039 3.99392
C 2.63049 0.05785 3.95259
O 3.62339 0.65162 4.31656
O 1.53293 0.65326 3.53957
H -1.55183 -2.27875 4.23071
H -2.14796 -2.72556 2.78933
H -0.17337 -3.89772 2.21441
H -0.72677 -4.47593 3.80154
H 3.63671 -1.77557 3.56108
H 2.71595 -1.78105 5.04608
C -0.98422 2.46001 1.42907
As -0.82137 0.72428 0.57006
C -2.69632 0.33663 0.24353
C -0.17839 1.36536 -1.16265
C 0.13321 0.44353 -2.35022
C -0.90312 -0.67198 -2.50142
C 1.56109 -0.15056 -2.33249
As 2.44302 -1.46991 -1.13944
C 1.02874 -2.58379 -0.35248
C 2.86797 -0.31356 0.38323
C 0.14797 1.31273 -3.64209
As -1.24237 2.54291 -4.36218
C -2.96992 1.94341 -3.64734
C -1.01543 4.12236 -3.21345
H -1.51616 3.15614 0.78096
H 0.00971 2.84155 1.65699
H -1.52635 2.34724 2.36652
H -3.13902 1.11781 -0.37105
H -3.20223 0.31325 1.20817
H -2.81891 -0.62583 -0.24669
H 0.67779 2.00580 -0.93717
H -1.00301 2.01956 -1.43454
H -0.89700 -1.33950 -1.64191
H -0.67703 -1.27602 -3.38298
H -1.90963 -0.27555 -2.61566
H 2.28005 0.67548 -2.28752
H 1.71028 -0.60042 -3.31693
H 0.65954 -3.28402 -1.10112
H 0.18952 -2.03149 0.06419
H 1.50651 -3.14549 0.45121
H 3.71277 0.31794 0.10960
H 3.17390 -0.93405 1.22455
H 2.05297 0.33360 0.70021
H 0.33392 0.63668 -4.48010
H 1.02173 1.97238 -3.61125
H -3.25187 0.98875 -4.08792
H -3.70536 2.68686 -3.95518
H -2.99041 1.86538 -2.56301
H 0.03977 4.39374 -3.18122
H -1.37962 3.98673 -2.19654
H -1.56166 4.94788 -3.66840
```

Results
Highest occupied orbital energy = -8.13 eV
HOMO-LUMO gap = 7.9 eV
Energy above the lowest of the compared OMol25 structures with the same formula, charge and spin = 0.107 eV

Here are the natural (NBO) charges for atoms 1 to 8, given in e:
1 Cd 1.5651
2 N -0.9005
3 C -0.3138
4 C 0.6162
5 O -0.6595
6 N -0.8797
7 C -0.3688
8 C 0.7640

The following is a quantum chemistry calculation of C15H33Br2CaN7O2P as an isolated structure, from OMol25.

The geometry in XYZ format:
```
61
C15H33Br2CaN7O2P | OMol25 | ωB97M-V/def2-TZVPD
Ca -1.19305 0.23125 -0.52490
C -2.87031 2.70132 -1.38921
C -1.85748 3.46287 -0.51391
N -1.05870 2.60539 0.39423
C -1.44335 2.69754 1.81983
C -1.59583 1.34425 2.49483
N -2.37152 0.37326 1.70704
C -3.80868 0.63669 1.54589
C -4.13553 1.65888 0.45792
N -3.34838 1.45734 -0.76914
H -2.39982 2.42376 -2.33486
H -3.69731 3.38255 -1.61982
H -2.36762 4.23496 0.06653
H -1.17858 3.98522 -1.18738
H -0.09253 2.89527 0.31051
H -2.37061 3.26120 1.90542
H -0.69749 3.26584 2.38083
H -2.02688 1.49081 3.49310
H -0.60545 0.90192 2.64158
H -2.28253 -0.52676 2.16536
H -4.27209 0.96383 2.48514
H -4.26431 -0.31689 1.27491
H -3.95729 2.66998 0.81779
H -5.20862 1.60469 0.25559
H -3.90050 0.94952 -1.45166
N 1.15917 -2.31376 -3.60577
C 0.74543 -0.95686 -3.94539
C -0.18659 -0.42066 -2.87520
O -0.08709 0.78139 -2.50913
O -1.02836 -1.21365 -2.35465
H 1.71557 -2.71181 -4.35201
H 0.34116 -2.89877 -3.48791
H 0.20906 -0.86450 -4.90049
H 1.61506 -0.30469 -4.00051
Br -4.31403 -2.20409 -1.28152
C -2.74570 -3.30103 -1.14586
Br -1.71682 -2.92765 0.45176
H -2.10302 -3.06351 -1.98299
H -3.05925 -4.33461 -1.09463
C 3.82688 -1.15639 2.50530
N 3.87946 0.11310 1.78077
C 4.63928 -0.08905 0.54541
N 4.11201 -1.15822 -0.29675
C 4.05620 -2.38983 0.48592
N 3.28058 -2.26212 1.72084
C 1.86170 -2.07291 1.44072
P 1.52878 -0.53044 0.46114
C 2.54147 0.62609 1.50604
C 2.80958 -0.81453 -0.85472
H 3.23134 -1.02987 3.41169
H 4.84533 -1.41908 2.79559
H 5.66389 -0.34480 0.82085
H 4.65587 0.84269 -0.02289
H 5.07636 -2.66776 0.75636
H 3.62951 -3.18598 -0.12606
H 1.30997 -2.03887 2.38519
H 1.48864 -2.93204 0.87797
H 2.03030 0.81149 2.45590
H 2.63018 1.58793 0.99195
H 2.89710 0.09575 -1.45462
H 2.46544 -1.60565 -1.52792
```

Results
Highest occupied orbital energy = -10.71 eV
HOMO-LUMO gap = 8.4 eV
Energy above the lowest of the compared OMol25 structures with the same formula, charge and spin = 0.843 eV
Charge = +1

Here are the natural (NBO) charges for atoms 1 to 8, given in e:
1 Ca 1.7078
2 C -0.2467
3 C -0.2422
4 N -0.7155
5 C -0.2407
6 C -0.2370
7 N -0.7058
8 C -0.2426

The following is a quantum chemistry calculation of C15H33Cl2FI2N2NbO10P2S as an isolated structure, from OMol25.

The geometry in XYZ format:
```
69
C15H33Cl2FI2N2NbO10P2S | OMol25 | ωB97M-V/def2-TZVPD
C 1.17506 0.78204 2.65253
C 0.05489 -0.21659 2.48862
O -0.81713 -0.34141 3.30398
N 0.14925 -1.16019 1.38042
C 1.27185 -2.04608 1.77610
Nb -0.32761 -0.78940 -0.57899
C -0.16392 -0.57756 -2.81850
C -1.40316 -0.90174 -3.69098
C -1.73858 0.28441 -4.58247
Cl -3.40474 0.21882 -5.25721
P 0.30111 1.72988 -0.49427
N -0.63878 2.17532 0.71243
C -2.55495 -0.59807 -0.37942
I -3.18457 1.13300 -1.43291
C -3.10298 -0.62990 1.02635
C -3.05581 -2.00990 1.66261
I -5.26852 -0.10393 1.06008
P -0.15827 -3.37593 -0.97967
O -1.76449 -3.75350 -0.89219
Cl 0.23682 -3.84152 -2.95444
S 2.31041 -0.82858 -1.02636
O 2.65874 -0.06290 -2.20507
O 2.88387 -2.16241 -0.97794
F 3.14626 -0.02778 0.15601
H 1.91394 0.74688 1.85873
H 1.66103 0.56605 3.60772
H 0.71708 1.76618 2.71211
H 0.97017 -2.59409 2.67920
H 1.51039 -2.78008 1.01230
H 2.15502 -1.46923 2.05723
H 0.20862 0.41924 -3.07506
H 0.63763 -1.24528 -3.13284
H -2.30114 -1.22207 -3.15108
H -1.13868 -1.73111 -4.35123
H -1.05895 0.32964 -5.43250
H -1.67162 1.22273 -4.03774
H 1.66596 2.04761 -0.35619
H 0.03127 2.32221 -1.74279
H -1.36386 2.82153 0.41851
H -3.01913 -1.42841 -0.92399
H -2.70125 0.16447 1.65135
H -3.65235 -2.71116 1.07576
H -2.03060 -2.37866 1.68813
H -3.46706 -1.98357 2.67020
H -2.25150 -3.56676 -1.70629
C 5.12167 -4.85376 6.37464
O 5.59583 -4.87851 5.02585
C 5.27149 -3.79107 4.31497
O 4.64693 -2.85007 4.73433
O 5.75434 -3.93333 3.08733
C 5.46748 -2.83563 2.20720
H 5.45753 -5.78802 6.81473
H 5.54113 -4.00612 6.91391
H 4.03520 -4.79095 6.39834
H 5.90809 -1.91496 2.58513
H 4.39420 -2.70999 2.08562
H 5.91426 -3.08064 1.24934
C -3.84164 4.37680 -4.12055
O -3.09397 4.79720 -2.97145
C -3.04441 6.10843 -2.77462
O -3.56119 6.95256 -3.46425
O -2.32098 6.33967 -1.67747
C -2.18350 7.72125 -1.33784
H -3.77359 3.29226 -4.12853
H -4.87926 4.69334 -4.03366
H -3.40615 4.79037 -5.02830
H -3.15814 8.16810 -1.14894
H -1.68679 8.26552 -2.13934
H -1.57828 7.73533 -0.43673
```

Results
Highest occupied orbital energy = -5.42 eV
HOMO-LUMO gap = 6.6 eV
Charge = -1

Here are the natural (NBO) charges for atoms 1 to 8, given in e:
1 C -0.7601
2 C 0.7581
3 O -0.5577
4 N -0.7631
5 C -0.4377
6 Nb 1.0050
7 C -0.8764
8 C -0.4414

no.,electronic energy (a.u.),strongest force on any atom (eV Å⁻¹)
1,-1729.0873,3.37
2,-7801.6033,0.77
3,-7292.0723,0.29
4,-4206.8221,2.94